{"formula": "C4H4F2N3O2S", "method": "wB97M-V/def2-TZVPD", "charge": -1, "e_homo_ha": [-0.157, -0.150], "gap_ev": [6.89, 6.75], "elements": ["C", "C", "C", "C", "N", "N", "N", "O", "O", "F", "F", "S", "H", "H", "H", "H"], "positions_angstrom": [[-3.0508, 1.0002, 0.2133], [-1.9368, 1.4843, -0.4692], [-1.3080, 0.0412, 1.0350], [2.0684, -1.8112, -0.7573], [-2.7010, 0.1375, 1.1136], [-0.4891, -0.5849, 1.7672], [-0.8404, 0.8652, -0.0113], [1.6032, 0.8971, -0.1560], [3.6811, 0.0073, 0.6440], [2.4610, -1.5822, -2.0896], [2.6720, -2.8506, -0.1704], [2.2735, -0.3415, 0.6194], [-3.9361, 1.5329, 0.1826], [-2.0315, 2.3066, -1.0501], [1.0680, -1.9687, -0.8613], [0.4665, 0.8666, -0.0100]], "forces_ev_per_angstrom": [[1.260, -0.444, 0.889], [2.488, -2.303, 1.820], [0.274, -0.658, -0.228], [1.551, 2.805, 0.148], [-0.803, -0.481, 0.952], [-0.416, -0.391, 0.336], [-2.411, 1.511, -0.832], [-0.017, -1.640, 0.786], [1.293, -0.258, 0.114], [0.660, -0.404, 1.449], [0.624, -0.642, -0.561], [-0.607, 0.724, -1.757], [-2.274, 0.221, -0.165], [0.576, 2.269, -2.285], [-2.984, -0.754, 0.109], [0.786, 0.445, -0.775]]}

{"formula": "C5H6FN", "method": "wB97M-V/def2-TZVPD", "charge": 0, "e_homo_ha": -0.329, "gap_ev": 9.14, "elements": ["C", "C", "C", "C", "C", "H", "H", "H", "H", "H", "H", "N", "F"], "positions_angstrom": [[0.6676, 0.8648, 0.4730], [0.1084, -0.4087, -0.0185], [0.8696, -1.5394, -0.2668], [-1.2979, -0.6718, -0.2794], [-2.5478, -1.0131, -0.0488], [1.3253, 2.2185, -1.2225], [-0.4638, 2.0809, -0.7648], [0.3867, 0.9768, 1.6626], [1.6848, 0.8043, 0.5099], [0.2099, -2.4085, -0.3716], [-3.7134, -1.2665, 0.6340], [0.5396, 2.0857, -0.2729], [2.2310, -1.7231, -0.0345]], "forces_ev_per_angstrom": [[-1.224, 0.898, 2.594], [1.516, -2.530, -1.651], [-0.989, 1.172, 1.398], [-7.686, -1.688, 2.807], [3.637, 1.413, 1.196], [-3.146, -1.095, 3.869], [2.869, 0.326, 1.248], [0.125, 0.093, -2.911], [2.903, -1.096, 0.494], [1.321, -0.424, -0.489], [4.495, 0.955, -3.041], [-1.459, 1.406, -5.074], [-2.361, 0.570, -0.439]]}

{"formula": "C33H65O27P3", "method": "wB97M-V/def2-TZVPD", "charge": 0, "smiles": "CCOP(=O)(OCC)OCC.CCOP(=O)(OCC)OCC.CCOP(=O)(OCC)OCC.O=C1OCCO1.O=C1OCCO1.O=C1OCCO1.O=C1OCCO1.O=C1OCCO1", "e_homo_ha": -0.386, "gap_ev": 10.63, "elements": ["C", "C", "O", "C", "O", "O", "H", "H", "H", "H", "C", "C", "O", "C", "O", "O", "H", "H", "H", "H", "C", "C", "O", "C", "O", "O", "H", "H", "H", "H", "C", "C", "O", "C", "O", "O", "H", "H", "H", "H", "C", "C", "O", "C", "O", "O", "H", "H", "H", "H", "C", "C", "O", "P", "O", "O", "C", "C", "O", "C", "C", "H", "H", "H", "H", "H", "H", "H", "H", "H", "H", "H", "H", "H", "H", "H", "C", "C", "O", "P", "O", "O", "C", "C", "O", "C", "C", "H", "H", "H", "H", "H", "H", "H", "H", "H", "H", "H", "H", "H", "H", "H", "C", "C", "O", "P", "O", "O", "C", "C", "O", "C", "C", "H", "H", "H", "H", "H", "H", "H", "H", "H", "H", "H", "H", "H", "H", "H"], "positions_angstrom": [[-2.6477, -1.9704, -4.9378], [-1.9410, -3.2753, -4.5382], [-2.9856, -4.2422, -4.5356], [-4.1954, -3.6404, -4.6524], [-5.2396, -4.1926, -4.5746], [-4.0385, -2.3123, -4.8516], [-2.4396, -1.6969, -5.9711], [-2.4688, -1.1481, -4.2529], [-1.5291, -3.1870, -3.5370], [-1.1905, -3.5033, -5.2885], [-1.9224, 5.0551, -0.3296], [-1.4687, 6.1137, -1.3226], [-2.2545, 5.8490, -2.4904], [-2.8598, 4.6602, -2.3644], [-3.4666, 4.0921, -3.2188], [-2.6355, 4.1244, -1.1426], [-2.4892, 5.4044, 0.5342], [-1.0550, 4.5512, 0.0926], [-0.4266, 5.9344, -1.5941], [-1.5535, 7.1435, -0.9888], [-0.9918, 1.2980, -1.8626], [0.1587, 1.1146, -0.8513], [0.5056, -0.2721, -1.0670], [0.0216, -0.7035, -2.2424], [0.4014, -1.6624, -2.8429], [-0.8212, 0.2222, -2.7691], [-0.8980, 2.2470, -2.3911], [-1.9542, 1.3269, -1.3516], [-0.1792, 1.1987, 0.1768], [1.0238, 1.7184, -1.1199], [-1.9786, 1.6751, 3.8203], [-2.0115, 2.8298, 2.8216], [-2.0166, 4.0007, 3.6542], [-1.8444, 3.6440, 4.9477], [-1.7107, 4.4176, 5.8390], [-1.8236, 2.3048, 5.0927], [-1.1735, 0.9937, 3.5590], [-2.8877, 1.0726, 3.8507], [-2.9436, 2.8088, 2.2600], [-1.1533, 2.8351, 2.1610], [1.0309, 5.0202, -5.7344], [-0.1053, 4.4703, -4.8596], [0.4244, 4.4977, -3.5337], [1.5834, 5.2104, -3.5267], [2.1273, 5.5412, -2.5221], [1.9983, 5.4807, -4.7677], [0.7899, 5.8185, -6.4277], [1.5025, 4.2003, -6.2746], [-0.2354, 3.4164, -5.1125], [-1.0795, 4.9389, -4.9801], [3.5400, -7.2195, 3.3114], [2.4821, -6.5307, 2.4558], [2.9226, -5.2859, 1.9085], [4.0510, -5.2693, 0.7970], [4.1880, -6.5355, 0.0768], [3.6961, -3.9857, -0.0382], [2.4217, -3.8745, -0.7240], [2.5456, -4.1768, -2.1936], [5.3266, -4.8146, 1.5995], [6.6268, -4.7851, 0.9795], [6.9825, -3.3928, 0.4894], [4.2894, -7.6162, 2.6268], [4.0017, -6.4988, 3.9845], [3.0521, -8.0035, 3.8863], [2.1148, -7.2146, 1.6883], [1.6010, -6.2782, 3.0506], [1.7342, -4.5474, -0.2051], [2.0414, -2.8657, -0.5588], [1.5221, -4.1636, -2.5789], [3.1616, -3.4414, -2.6998], [2.8618, -5.2104, -2.3392], [7.3170, -5.0437, 1.7824], [6.6639, -5.5369, 0.1920], [6.1740, -2.9955, -0.1263], [7.1573, -2.7258, 1.3318], [7.8773, -3.4245, -0.1327], [1.2558, 4.1707, 1.0693], [2.6431, 3.5815, 1.2583], [2.7317, 2.9978, 2.5634], [2.4148, 1.4723, 2.8562], [1.0084, 1.1483, 3.0730], [3.1324, 0.7522, 1.6398], [2.9066, -0.6704, 1.5077], [4.1034, -1.4773, 2.0113], [3.3033, 1.1812, 4.1294], [4.6864, 1.5902, 4.1478], [5.3209, 0.9061, 5.3438], [0.4622, 3.4530, 1.2641], [1.1269, 4.9991, 1.7655], [1.1832, 4.5394, 0.0419], [2.9697, 2.9220, 0.4552], [3.3517, 4.4125, 1.2531], [2.0034, -0.9805, 2.0356], [2.7591, -0.8565, 0.4462], [3.7333, -2.4910, 2.1702], [4.8492, -1.4996, 1.2227], [4.4811, -1.1255, 2.9689], [5.1685, 1.2835, 3.2176], [4.7350, 2.6716, 4.2574], [6.4061, 0.9948, 5.3500], [4.8598, 1.3237, 6.2378], [5.1164, -0.1659, 5.3319], [-7.1738, 0.1455, 3.2265], [-6.7101, -0.0985, 1.8078], [-5.3941, 0.4553, 1.6477], [-4.6174, 0.3578, 0.2759], [-3.2413, 0.8480, 0.3723], [-4.7558, -1.1713, -0.1252], [-3.8128, -2.1636, 0.3417], [-2.6410, -2.3764, -0.5960], [-5.5665, 1.1185, -0.7131], [-5.1646, 1.4979, -2.0377], [-4.9398, 0.3425, -2.9996], [-7.4832, 1.1781, 3.3813], [-8.1066, -0.4211, 3.3398], [-6.4779, -0.2085, 3.9809], [-6.6496, -1.1687, 1.5998], [-7.4332, 0.3293, 1.1114], [-3.4973, -1.8714, 1.3444], [-4.3975, -3.0815, 0.3935], [-2.2142, -1.4173, -0.8925], [-1.9432, -3.0275, -0.0727], [-2.9779, -2.8392, -1.5261], [-5.9478, 2.1362, -2.4570], [-4.3178, 2.1844, -1.9713], [-4.2870, -0.3700, -2.4853], [-5.8437, -0.2129, -3.2316], [-4.4221, 0.7136, -3.8786]], "forces_ev_per_angstrom": [[-0.416, -0.358, -0.008], [-0.194, 0.835, -0.022], [-0.147, -0.173, -0.124], [0.525, 0.315, 0.045], [-0.224, -0.177, -0.021], [-0.133, -0.027, 0.040], [0.059, 0.177, 0.061], [0.179, 0.082, -0.084], [0.263, -0.226, -0.068], [0.142, -0.426, 0.243], [0.682, -0.136, 0.559], [0.736, -0.165, -0.053], [-0.320, 0.332, -0.002], [0.269, -0.488, 0.204], [-0.020, 0.223, -0.187], [-0.282, 0.244, 0.058], [-0.508, 0.053, -0.380], [-0.083, -0.118, -0.097], [-0.016, 0.106, -0.013], [-0.410, 0.008, -0.115], [0.215, 1.251, 0.802], [-0.697, -0.664, -0.679], [0.114, -0.370, 0.162], [0.747, 1.253, -0.629], [-0.472, -0.384, 0.395], [-0.271, -0.636, -0.007], [0.114, -0.144, -0.224], [-0.087, -0.583, -0.202], [0.232, 0.264, 0.082], [0.073, 0.064, 0.350], [-0.200, -0.629, -0.421], [-0.966, -0.074, 0.344], [0.181, -0.194, -0.138], [0.276, -0.074, 0.033], [-0.123, 0.145, 0.129], [0.269, 0.053, -0.236], [0.331, 0.173, 0.565], [-0.199, 0.317, -0.092], [0.162, 0.106, -0.250], [0.093, 0.055, 0.035], [0.455, -0.474, 0.406], [0.100, -1.158, -0.799], [-0.166, 0.588, -0.202], [-0.317, -0.038, 0.249], [0.201, -0.067, 0.072], [-0.229, 0.276, -0.184], [-0.141, 0.154, 0.177], [0.008, 0.133, -0.168], [-0.207, 0.037, 0.054], [0.147, 0.443, 0.488], [-0.288, 0.517, -0.625], [-0.606, -0.459, 0.786], [0.083, 0.139, -0.177], [-0.080, -0.318, 0.166], [0.002, -0.063, -0.293], [0.010, 0.536, -0.229], [-0.038, -0.241, 0.378], [-0.832, -0.573, 0.361], [0.060, 0.267, 0.106], [0.288, 0.195, 0.257], [-0.327, -0.100, -0.247], [0.138, -0.223, 0.293], [0.011, -0.047, 0.081], [0.185, -0.168, -0.005], [0.292, 0.192, -0.297], [0.163, 0.147, 0.078], [-0.116, -0.052, -0.276], [0.243, 0.066, 0.021], [0.127, 0.381, -0.246], [0.074, -0.117, -0.163], [0.494, 0.169, -0.038], [-0.002, -0.310, -0.129], [0.033, -0.007, -0.014], [0.030, 0.039, 0.031], [-0.038, 0.064, -0.023], [0.083, -0.062, 0.098], [0.294, 0.028, -0.304], [-0.215, 0.915, 0.084], [0.452, -0.429, -0.187], [0.388, 0.689, 0.214], [-0.230, -0.266, -0.169], [-0.321, -0.071, -0.006], [0.411, -0.552, 0.151], [-0.830, -0.041, -0.367], [-0.177, 0.149, -0.081], [0.311, -0.461, 0.254], [-0.312, -0.195, -0.111], [0.137, -0.193, -0.081], [-0.089, 0.032, -0.036], [-0.082, 0.079, 0.054], [-0.242, -0.407, 0.221], [0.074, -0.113, 0.109], [-0.088, 0.332, 0.008], [-0.082, 0.050, -0.014], [0.246, -0.090, -0.073], [0.375, -0.010, 0.303], [0.099, 0.189, -0.087], [-0.052, 0.093, -0.067], [-0.036, 0.056, -0.150], [-0.022, 0.379, 0.084], [0.307, -0.077, 0.187], [-0.145, 0.031, -0.085], [-0.936, -0.266, -0.315], [-0.068, -0.350, 0.425], [0.079, 0.428, -0.121], [-0.248, -0.263, 0.356], [0.331, 0.086, 0.078], [0.071, 0.002, -0.587], [-0.318, 0.096, 0.035], [-0.589, 0.367, -0.205], [-0.348, -0.318, -0.097], [-0.164, 0.871, -1.002], [0.598, -0.253, 1.240], [0.464, 0.126, 0.116], [0.150, -0.079, 0.104], [0.159, 0.157, -0.016], [0.003, 0.002, 0.018], [0.283, 0.198, -0.167], [0.164, -0.130, -0.005], [0.013, 0.018, 0.209], [0.305, -0.040, 0.391], [0.309, 0.094, -0.267], [-0.012, -0.234, 0.126], [-0.243, -0.135, 0.456], [0.230, -0.455, 0.102], [0.163, -0.082, -0.335], [-0.130, 0.198, -0.210], [-0.167, -0.031, -0.225]]}

One value per record, in order, for energy above the lowest of the compared OMol25 structures with the same formula, charge and spin: 52.6, 143.0, 0.0 kcal/mol.
One value per record, in order, for strongest force on any atom: 3.8, 8.4, 1.6 eV/Å.